No. 1
{"formula": "C19H31BeN7OS2", "method": "ωB97M-V with the def2-TZVPD basis set", "elements": ["Be", "N", "C", "C", "C", "C", "N", "H", "H", "H", "H", "H", "H", "H", "H", "H", "H", "H", "H", "N", "C", "O", "C", "C", "C", "N", "C", "C", "H", "H", "H", "H", "H", "H", "S", "C", "N", "C", "C", "C", "C", "H", "H", "H", "H", "H", "S", "C", "N", "C", "C", "C", "N", "H", "H", "H", "H", "H", "H", "H", "H"], "coordinates": [[0.6694, 1.2724, -0.4058], [1.7742, 0.4831, -1.4851], [3.0564, 1.2152, -1.7482], [2.9459, 2.0853, -2.9951], [2.1915, 3.4038, -2.8161], [0.7465, 3.3143, -2.3378], [0.6519, 3.0076, -0.8732], [1.9870, -0.4379, -1.0961], [1.3961, 0.2274, -2.3959], [3.8580, 0.4899, -1.8808], [3.3046, 1.8196, -0.8740], [2.4904, 1.4965, -3.7985], [3.9554, 2.3290, -3.3276], [2.1778, 3.9070, -3.7836], [2.7509, 4.0546, -2.1360], [0.1980, 2.5474, -2.8876], [0.2601, 4.2698, -2.5336], [-0.2136, 3.4153, -0.5262], [1.3868, 3.5375, -0.4078], [-6.1191, 0.6282, -0.5547], [-5.1853, 0.2923, -1.4691], [-5.4339, -0.1657, -2.5600], [-3.7333, 0.4917, -1.0673], [-3.2714, 0.8467, 0.1980], [-1.9165, 1.0065, 0.3978], [-1.0038, 0.8328, -0.5697], [-1.4523, 0.4641, -1.7816], [-2.7884, 0.2891, -2.0638], [-7.0873, 0.5155, -0.8119], [-5.9147, 1.1238, 0.2918], [-3.9393, 0.9927, 1.0347], [-1.5365, 1.3081, 1.3662], [-0.7130, 0.3069, -2.5515], [-3.1217, -0.0101, -3.0480], [0.1842, -2.1906, -1.6959], [0.4479, -3.8307, -1.3973], [-0.0060, -4.7585, -2.2806], [0.1272, -6.0962, -2.1084], [0.7504, -6.5879, -1.0060], [1.2582, -5.6760, -0.0611], [1.1134, -4.3283, -0.2548], [-0.4714, -4.4069, -3.1059], [-0.2839, -6.7276, -2.8823], [0.8511, -7.6524, -0.8626], [1.7642, -6.0425, 0.8223], [1.4939, -3.6083, 0.4529], [1.8025, 1.2923, 1.4052], [1.0969, 1.0451, 2.9577], [1.6200, 1.7091, 3.9746], [1.2423, 1.5083, 5.3763], [0.6333, 0.1259, 5.5378], [-0.4564, -0.0688, 4.4957], [0.0862, 0.2070, 3.1594], [2.4036, 2.3089, 3.7706], [0.5353, 2.2839, 5.6777], [2.1359, 1.6147, 5.9879], [0.2179, 0.0129, 6.5368], [1.4078, -0.6324, 5.4100], [-1.2976, 0.6008, 4.6888], [-0.8261, -1.0918, 4.5103], [-0.2020, -0.3707, 2.3886]], "forces_ev_per_angstrom": [[-0.156, 0.362, -0.182], [0.217, 0.021, 0.004], [0.043, 0.091, -0.163], [-0.053, 0.107, 0.214], [-0.050, -0.194, -0.059], [0.108, 0.097, -0.083], [0.095, -0.022, -0.177], [-0.151, 0.000, 0.138], [-0.093, -0.007, 0.012], [-0.048, -0.033, 0.024], [0.039, -0.038, 0.021], [0.036, 0.013, -0.036], [0.003, -0.058, -0.025], [0.009, 0.077, 0.039], [-0.005, 0.047, -0.025], [-0.038, 0.017, -0.007], [-0.056, -0.039, 0.037], [-0.006, -0.063, 0.071], [0.002, -0.072, 0.104], [-0.055, -0.024, -0.029], [-0.059, -0.022, 0.094], [0.036, -0.009, 0.029], [0.250, 0.036, -0.025], [-0.088, -0.089, -0.128], [0.066, 0.135, 0.215], [0.000, -0.071, -0.124], [-0.025, 0.029, 0.013], [-0.132, -0.004, 0.007], [0.016, 0.013, -0.022], [0.010, 0.014, 0.013], [0.023, 0.020, 0.026], [0.014, 0.001, -0.015], [-0.006, -0.018, -0.042], [0.031, 0.007, -0.007], [-0.104, 0.147, -0.024], [0.096, -0.060, 0.054], [0.137, -0.080, 0.252], [-0.011, -0.150, -0.030], [0.052, -0.044, 0.109], [-0.057, 0.107, -0.104], [-0.049, -0.198, -0.061], [-0.030, 0.045, -0.024], [-0.018, 0.058, -0.034], [-0.015, -0.008, -0.062], [0.007, -0.018, -0.008], [0.007, -0.003, 0.012], [0.208, -0.034, -0.050], [-0.158, 0.008, -0.138], [0.035, -0.072, 0.114], [-0.106, -0.100, 0.164], [0.048, 0.040, -0.100], [-0.034, -0.012, 0.155], [-0.013, -0.002, 0.196], [-0.045, 0.057, -0.099], [0.016, 0.007, -0.035], [0.016, 0.016, -0.040], [-0.012, 0.026, 0.005], [-0.022, -0.023, -0.003], [-0.002, -0.026, 0.009], [-0.010, 0.009, -0.069], [0.086, -0.013, -0.100]], "de_lowest_kcal_mol": 0.0, "orbital_gap_ev": 7.15, "total_charge": 2}

---

No. 2
{"formula": "C19H31N2SSiV", "method": "ωB97M-V with the def2-TZVPD basis set", "elements": ["V", "C", "C", "C", "C", "C", "C", "H", "H", "H", "H", "H", "H", "C", "Si", "C", "C", "C", "C", "C", "C", "C", "C", "H", "H", "H", "H", "H", "H", "H", "H", "H", "H", "H", "H", "H", "H", "H", "H", "H", "H", "H", "H", "H", "S", "C", "N", "C", "C", "C", "N", "H", "H", "H", "H"], "coordinates": [[-0.4829, -0.0289, 0.5374], [-2.8548, 0.1544, 0.0723], [-2.4850, 1.3072, 0.7734], [-1.9098, 1.1946, 2.0450], [-1.7154, -0.0625, 2.6258], [-2.0952, -1.2141, 1.9241], [-2.6634, -1.1087, 0.6527], [-3.2800, 0.2370, -0.9169], [-2.6181, 2.2789, 0.3208], [-1.5904, 2.0832, 2.5729], [-1.2456, -0.1484, 3.5954], [-1.9175, -2.1871, 2.3608], [-2.9432, -1.9984, 0.1063], [-1.5598, -0.4941, -2.9952], [-0.0102, 0.0766, -2.0389], [0.2747, 1.8964, -2.6544], [-0.0706, 2.0694, -4.1397], [1.7218, 2.3530, -2.4418], [-0.6418, 2.8296, -1.8567], [1.3912, -1.1153, -2.6313], [1.6761, -1.0073, -4.1345], [2.7165, -0.9121, -1.8874], [0.8991, -2.5402, -2.3367], [-1.3310, -0.6891, -4.0457], [-2.3384, 0.2743, -2.9851], [-1.9865, -1.4097, -2.5791], [0.5174, 1.4084, -4.7768], [0.1303, 3.0983, -4.4593], [-1.1257, 1.8701, -4.3357], [2.4095, 1.8476, -3.1206], [2.0717, 2.1590, -1.4222], [1.8135, 3.4296, -2.6277], [-1.6949, 2.5471, -1.9577], [-0.5461, 3.8613, -2.2131], [-0.3966, 2.8225, -0.7876], [2.1323, -0.0497, -4.3933], [0.7763, -1.1303, -4.7402], [2.3786, -1.7912, -4.4386], [3.1504, 0.0707, -2.0760], [3.4465, -1.6588, -2.2201], [2.5940, -1.0408, -0.8102], [0.0054, -2.7898, -2.9114], [0.6692, -2.6789, -1.2747], [1.6725, -3.2687, -2.6028], [1.3979, -1.4925, 1.6211], [2.0825, 0.0247, 1.6555], [3.3662, 0.2717, 2.0454], [3.9103, 1.5053, 2.0572], [3.1666, 2.5731, 1.6536], [1.8629, 2.2976, 1.2158], [1.3441, 1.0874, 1.2182], [3.9098, -0.5361, 2.3236], [4.9356, 1.5788, 2.3908], [3.5728, 3.5711, 1.6484], [1.2282, 3.0895, 0.8363]], "forces_ev_per_angstrom": [[0.194, 0.072, 0.325], [0.133, -0.017, -0.017], [0.003, 0.058, 0.011], [0.017, 0.022, 0.006], [0.021, 0.010, -0.053], [0.044, 0.047, 0.000], [-0.043, -0.036, -0.106], [0.008, -0.029, -0.003], [-0.021, 0.004, 0.013], [-0.050, 0.016, 0.010], [-0.039, -0.007, 0.021], [-0.020, -0.016, -0.021], [0.013, -0.007, -0.004], [0.024, 0.026, 0.004], [0.029, -0.002, 0.186], [0.047, -0.012, -0.046], [-0.003, -0.018, 0.001], [-0.022, 0.006, 0.017], [-0.018, -0.006, 0.010], [0.000, -0.025, -0.035], [-0.004, 0.005, 0.009], [-0.017, 0.000, -0.010], [0.027, 0.000, 0.001], [-0.012, -0.006, 0.004], [-0.003, -0.011, 0.010], [-0.013, 0.000, 0.001], [-0.020, 0.014, -0.002], [0.003, 0.009, 0.015], [0.014, -0.011, -0.002], [-0.008, 0.003, 0.001], [-0.002, -0.002, -0.007], [0.001, 0.002, -0.004], [0.011, 0.001, 0.002], [-0.005, 0.006, 0.003], [-0.007, -0.007, -0.001], [-0.014, -0.017, -0.008], [-0.001, 0.018, 0.008], [0.003, -0.005, 0.010], [0.006, 0.004, 0.016], [0.001, 0.000, 0.003], [-0.003, 0.003, -0.004], [-0.007, 0.004, -0.001], [-0.002, 0.004, -0.004], [0.001, -0.002, 0.005], [-0.034, 0.001, -0.058], [-0.120, 0.197, -0.181], [-0.023, -0.159, 0.025], [0.015, 0.089, -0.008], [0.020, -0.100, 0.020], [-0.018, -0.022, -0.011], [-0.143, -0.148, -0.161], [0.055, 0.040, 0.014], [0.002, -0.021, 0.005], [-0.016, 0.009, -0.012], [-0.001, 0.014, 0.004]], "de_lowest_kcal_mol": 0.0, "orbital_gap_ev": [6.09, 5.65], "s_squared": 3.790, "multiplicity": 4, "total_charge": 1}

---

no.,M (g mol⁻¹)
1,446.7
2,398.6